Record 1
{"formula": "C20H15F2N3O", "method": "ωB97M-V/def2-TZVPD", "total_energy_ha": -1210.3643, "lumo_ev": -0.318, "e_homo_ev": -8.43, "smiles": "O=c1cccc(C2=NC(c3ccc(F)cc3)(c3ccc(F)cc3)CN2)[nH]1", "elements": ["O", "F", "F", "N", "C", "C", "C", "C", "C", "C", "C", "C", "C", "C", "C", "C", "C", "C", "C", "C", "C", "C", "N", "N", "C", "C", "H", "H", "H", "H", "H", "H", "H", "H", "H", "H", "H", "H", "H", "H", "H"], "xyz": [[-5.538333, 3.104005, -0.455266], [0.968519, -5.258594, -2.734019], [5.372458, 0.688498, 2.925887], [-0.488654, 0.132842, 0.337641], [-4.838833, 2.374804, 0.215836], [-1.306480, 1.025759, -0.179353], [-5.196851, 1.869766, 1.517611], [-4.309705, 1.104864, 2.219387], [-3.000808, 0.813835, 1.635831], [-2.643666, 1.332027, 0.389857], [0.292459, -2.927815, -2.947877], [1.243813, -3.775786, -0.900312], [4.463696, 0.205483, 0.809034], [3.022102, 0.818591, 2.674999], [0.310456, -1.647788, -2.439747], [1.133425, -2.520554, -0.351903], [3.327505, 0.036474, -0.025169], [1.896664, 0.636744, 1.817651], [0.798382, -4.030614, -2.182804], [4.284753, 0.569834, 2.165080], [0.715508, -1.397769, -1.100213], [2.021165, 0.221364, 0.470350], [-3.610234, 2.082989, -0.322953], [-0.753959, 1.660044, -1.249351], [0.764044, -0.004522, -0.438767], [0.632559, 1.160728, -1.433788], [-6.210555, 2.048205, 1.819827], [-4.566411, 0.685912, 3.172624], [-2.390390, 0.124736, 2.218782], [-0.023953, -3.105306, -3.957410], [1.648875, -4.623553, -0.295299], [5.477686, 0.073724, 0.434229], [2.901190, 1.180173, 3.691329], [-0.016173, -0.858146, -3.127511], [1.450997, -2.367633, 0.679294], [3.435796, -0.271214, -1.069951], [0.927503, 0.830617, 2.228175], [-3.435277, 2.513618, -1.237105], [-0.916116, 2.632205, -1.378108], [0.845039, 0.885481, -2.452024], [1.311805, 1.975972, -1.144496]], "forces_ev_per_a": [[-1.219, 0.579, -0.382], [-0.381, 0.700, 0.241], [0.251, 0.129, 0.356], [-1.921, 0.243, 0.525], [-0.201, 0.902, -0.586], [2.581, -1.663, 1.109], [0.975, -1.183, 0.423], [0.421, 0.615, -1.838], [-0.603, 0.540, -0.486], [-1.139, -0.625, 1.125], [0.870, -2.056, 0.591], [0.040, -1.961, 0.432], [-1.063, 0.122, 0.141], [-0.607, -0.152, -1.043], [-0.043, 0.633, 0.942], [-0.002, 1.518, -0.045], [0.254, 0.033, 0.665], [1.190, -0.138, -0.280], [-0.100, 1.952, -0.719], [-0.702, -0.324, -1.760], [0.538, -0.749, -0.335], [0.065, -0.149, 0.859], [2.418, -1.311, 1.122], [0.040, -0.362, -1.275], [-0.614, 0.562, 0.353], [-0.007, 1.281, 0.373], [-0.161, 0.222, 0.224], [-0.028, -0.124, 0.298], [0.370, 0.448, -0.623], [-0.109, -0.072, -0.323], [-0.374, 0.843, -0.588], [-0.288, -0.046, 0.043], [-0.024, -0.178, -0.111], [0.102, -0.190, 0.518], [-0.048, -0.025, -0.237], [0.214, 0.079, 0.367], [-0.446, -0.017, 0.059], [-0.040, -0.407, 0.630], [-0.113, 0.637, -0.147], [-0.070, -0.031, -0.425], [-0.027, -0.271, -0.192]], "nbo_charge": [-0.63, -0.32, -0.32, -0.48, 0.59, 0.40, -0.28, -0.14, -0.24, 0.15, -0.27, -0.28, -0.28, -0.29, -0.20, -0.17, -0.19, -0.18, 0.40, 0.40, -0.02, -0.04, -0.56, -0.62, 0.05, -0.23, 0.24, 0.22, 0.25, 0.23, 0.23, 0.23, 0.23, 0.22, 0.23, 0.22, 0.23, 0.43, 0.39, 0.21, 0.21]}

Record 2
{"formula": "C28H54IrP2Si", "method": "ωB97M-V/def2-TZVPD", "total_energy_ha": -2175.3887, "total_charge": 1, "lumo_ev": [-1.855, -4.205], "e_homo_ev": [-7.46, -10.65], "s_squared": 6.017, "spin_multiplicity": 5, "elements": ["Ir", "C", "C", "C", "C", "C", "C", "H", "H", "H", "C", "H", "H", "H", "C", "H", "H", "H", "C", "H", "H", "H", "C", "H", "H", "H", "C", "C", "C", "C", "C", "C", "C", "C", "H", "H", "H", "H", "H", "H", "H", "H", "H", "H", "H", "H", "P", "P", "C", "C", "H", "H", "H", "H", "C", "H", "H", "H", "C", "H", "H", "H", "C", "H", "H", "H", "C", "H", "H", "H", "C", "Si", "C", "C", "C", "H", "H", "H", "H", "H", "H", "H", "H", "H", "H", "H"], "xyz": [[-0.216712, -0.380767, 0.776756], [-0.281148, -2.358388, 1.602989], [1.144081, -2.643323, 1.455240], [0.947085, -1.072000, 3.140674], [-0.397909, -1.399981, 2.710964], [1.860208, -1.835417, 2.364446], [-1.421982, -3.253160, 1.222810], [-1.176084, -3.877907, 0.358243], [-2.323232, -2.668405, 0.997158], [-1.661634, -3.913584, 2.069299], [-1.619198, -1.263454, 3.547667], [-2.502498, -1.664554, 3.046854], [-1.806132, -0.214012, 3.800897], [-1.474867, -1.809095, 4.493292], [1.270795, -0.165270, 4.257067], [1.448455, -0.708098, 5.200281], [0.445862, 0.535219, 4.434632], [2.172692, 0.428342, 4.052218], [3.333724, -1.826515, 2.555364], [3.597025, -2.430616, 3.437283], [3.724825, -0.813138, 2.735377], [3.861015, -2.249122, 1.690339], [1.716763, -3.728228, 0.623978], [2.099520, -4.522940, 1.284244], [2.564437, -3.386412, 0.010093], [0.967162, -4.186486, -0.029363], [-1.694446, 0.436767, -4.000014], [-1.672944, -0.913670, -3.900786], [-0.899753, -1.792686, -4.843695], [0.573989, -1.371581, -5.085444], [1.248023, -0.721281, -3.917084], [1.323195, 0.625113, -3.774891], [0.566103, 1.617773, -4.635843], [-0.907085, 1.233860, -5.010659], [-1.426298, -1.802104, -5.815768], [0.616979, -0.696535, -5.955918], [-0.923860, -2.827208, -4.471427], [-0.906130, 0.717637, -5.989384], [-2.450929, 1.019631, -3.449549], [-2.449734, -1.432368, -3.328638], [-1.459531, 2.182403, -5.151790], [0.539362, 2.595994, -4.123034], [2.139732, 1.053561, -3.192687], [1.126453, 1.787102, -5.568724], [1.149873, -2.275654, -5.357740], [1.891647, -1.379032, -3.332684], [-1.267593, -0.259829, -1.160485], [1.644211, 0.827270, 0.059452], [-0.523934, 1.363340, -1.643404], [0.692496, 2.007310, -0.969009], [-1.327702, 2.093986, -1.794785], [-0.152819, 1.077857, -2.624985], [1.379853, 2.388142, -1.736713], [0.400458, 2.866875, -0.353887], [2.725555, 1.781010, 1.132013], [3.180844, 1.126713, 1.886272], [2.179086, 2.583234, 1.638147], [3.533824, 2.233096, 0.535711], [2.726084, -0.270047, -0.895784], [3.240674, 0.276077, -1.695864], [2.155664, -1.096952, -1.333182], [3.484140, -0.703576, -0.229704], [-3.055108, -0.312328, -1.021856], [-3.348591, -1.203666, -0.443413], [-3.539754, -0.350370, -2.006989], [-3.405850, 0.575135, -0.480392], [-0.526983, -1.878430, -1.620264], [0.129449, -2.257077, -0.825496], [0.084394, -1.777313, -2.515022], [-1.315534, -2.621373, -1.800655], [-2.283911, 4.029976, 2.387869], [-1.227574, 2.555794, 2.935712], [0.462886, 3.248737, 3.338700], [-1.975067, 2.018056, 4.580799], [-1.362790, 1.264845, 1.503911], [-2.252650, 4.834853, 3.132753], [-3.334898, 3.737206, 2.261397], [-1.927575, 4.446076, 1.434631], [0.398806, 3.879872, 4.239720], [1.200696, 2.466448, 3.546934], [0.829040, 3.889360, 2.526738], [-2.929571, 1.497153, 4.438037], [-1.314466, 1.387572, 5.186527], [-2.185931, 2.921863, 5.173413], [-2.353085, 0.784346, 1.660452], [-1.493680, 1.918374, 0.619697]], "forces_ev_per_a": [[-0.006, 0.423, 1.976], [0.409, 0.442, 0.761], [-0.457, -0.495, 0.429], [0.618, -1.114, -0.521], [0.514, -0.975, -0.311], [-0.592, 0.802, 1.015], [-0.003, -0.253, 0.051], [-0.144, 0.086, 0.142], [0.181, -0.205, 0.006], [-0.006, 0.021, -0.260], [-0.088, 0.373, 0.319], [0.074, 0.068, 0.064], [-0.005, -0.395, -0.043], [-0.087, 0.073, -0.216], [0.102, 0.453, 0.422], [-0.037, 0.096, -0.243], [0.244, -0.181, 0.003], [-0.141, -0.140, 0.098], [0.381, -0.027, 0.009], [0.056, 0.143, -0.225], [-0.108, -0.302, -0.016], [-0.074, 0.070, 0.223], [0.233, -0.251, -0.097], [0.002, 0.100, -0.222], [-0.191, -0.112, 0.109], [0.183, 0.085, 0.064], [-0.769, -1.130, -0.493], [-1.098, 1.365, -1.375], [0.241, -0.393, -0.090], [-0.479, -0.394, -0.420], [1.053, 1.532, -0.587], [0.762, -1.343, -1.248], [-0.256, 0.115, 0.021], [0.146, 0.448, -0.288], [0.137, -0.078, 0.331], [0.087, -0.289, 0.374], [-0.020, 0.257, -0.100], [-0.107, 0.191, 0.514], [0.433, -0.464, -0.087], [0.368, 0.311, -0.094], [0.318, -0.439, -0.130], [0.121, -0.383, -0.124], [-0.516, -0.156, 0.269], [-0.105, -0.021, 0.215], [-0.241, 0.436, 0.056], [-0.016, 0.357, -0.023], [0.363, 0.107, 1.182], [-0.904, -1.029, 0.854], [-0.055, -0.071, -1.677], [0.523, 0.054, 0.116], [0.082, -0.209, 0.080], [-0.408, 0.447, 0.176], [-0.343, 0.138, -0.018], [0.135, -0.308, 0.151], [0.650, 0.486, -0.152], [-0.181, 0.129, -0.220], [0.079, -0.318, -0.171], [-0.125, -0.064, 0.204], [0.572, 0.272, -0.566], [0.135, -0.251, 0.146], [0.093, 0.347, 0.180], [-0.221, 0.192, -0.010], [-0.676, 0.015, -0.472], [0.200, 0.320, -0.231], [-0.073, 0.060, 0.326], [0.177, -0.179, -0.106], [0.229, -0.267, -0.828], [-0.269, 0.152, -0.228], [-0.257, -0.186, 0.169], [0.068, 0.259, 0.046], [0.072, -0.039, -0.043], [-0.656, -0.082, -0.438], [0.323, 0.076, 0.062], [-0.072, 0.015, 0.121], [-0.626, 1.283, 1.163], [0.003, -0.108, -0.102], [0.194, 0.049, -0.019], [-0.105, -0.066, 0.156], [-0.074, -0.164, -0.269], [-0.082, 0.220, -0.065], [0.020, -0.068, 0.131], [0.124, 0.064, 0.095], [-0.188, 0.068, -0.046], [0.083, -0.194, -0.178], [0.179, 0.282, -0.014], [-0.107, -0.139, 0.235]], "mulliken_spin": [1.69, 0.20, 0.35, 0.36, 0.24, 0.10, 0.04, -0.01, 0.01, 0.00, 0.03, 0.00, -0.03, 0.01, -0.02, 0.01, 0.00, 0.00, 0.00, 0.01, 0.00, 0.00, -0.02, 0.03, 0.01, 0.00, 0.02, 0.01, 0.00, 0.00, -0.01, 0.01, 0.00, 0.00, 0.00, 0.00, 0.00, 0.00, 0.00, 0.00, 0.00, 0.00, 0.00, 0.00, 0.00, 0.00, 0.23, 0.14, 0.05, 0.05, 0.01, -0.03, 0.00, 0.00, 0.04, -0.01, -0.02, 0.01, 0.05, 0.00, -0.01, 0.00, 0.01, 0.00, 0.01, 0.00, 0.07, -0.04, 0.03, 0.01, 0.01, -0.01, 0.01, 0.00, 0.28, 0.00, 0.00, 0.00, 0.00, 0.00, 0.00, 0.00, 0.00, 0.00, 0.00, 0.00]}

Record 3
{"formula": "C6H12O", "method": "ωB97M-V/def2-TZVPD", "total_energy_ha": -311.0454, "lumo_ev": 1.104, "e_homo_ev": -9.59, "smiles": "C[C@H]1CO[C@@H](C)C1", "elements": ["C", "C", "C", "O", "C", "C", "C", "H", "H", "H", "H", "H", "H", "H", "H", "H", "H", "H", "H"], "xyz": [[-1.774086, 0.854037, -0.289298], [-1.161174, -0.340274, 0.443697], [-0.702196, -1.455646, -0.495518], [0.520033, -1.000058, -1.036343], [1.242171, -0.377132, 0.024096], [2.042526, 0.774489, -0.558887], [0.186018, 0.030943, 1.092014], [-2.529333, 0.562319, -1.026317], [-1.008914, 1.436965, -0.810690], [-2.254178, 1.529148, 0.422689], [-1.876666, -0.729813, 1.179682], [-0.555554, -2.387827, 0.077361], [-1.385921, -1.653855, -1.325305], [1.933069, -1.122403, 0.451477], [2.752206, 0.413589, -1.309559], [2.604496, 1.299054, 0.220093], [1.375198, 1.497880, -1.038684], [0.238536, 1.101120, 1.336725], [0.342561, -0.545949, 2.010634]], "forces_ev_per_a": [[-0.028, 0.116, -0.062], [-0.013, -0.060, -0.015], [-0.286, -0.082, 0.009], [-0.001, 0.027, -0.011], [0.184, 0.154, 0.158], [0.043, 0.075, -0.015], [0.041, -0.009, 0.041], [0.079, -0.072, 0.120], [-0.061, -0.152, -0.021], [0.032, -0.011, 0.000], [0.159, 0.074, -0.123], [0.001, 0.091, -0.120], [0.056, 0.021, 0.099], [-0.113, 0.137, -0.019], [-0.114, 0.023, 0.092], [-0.048, -0.117, -0.037], [0.050, -0.109, 0.058], [0.027, -0.282, -0.031], [-0.008, 0.177, -0.123]], "nbo_charge": [-0.61, -0.25, -0.06, -0.53, 0.09, -0.62, -0.43, 0.21, 0.21, 0.21, 0.21, 0.16, 0.19, 0.17, 0.22, 0.21, 0.21, 0.21, 0.21]}

Record 4
{"formula": "C14H13AsBrF9O8SSc", "method": "ωB97M-V/def2-TZVPD", "total_energy_ha": -8011.0794, "total_charge": -1, "lumo_ev": 2.628, "e_homo_ev": -6.73, "elements": ["Sc", "C", "As", "C", "C", "O", "H", "H", "H", "H", "H", "H", "H", "H", "H", "Br", "C", "C", "C", "C", "C", "C", "C", "O", "O", "H", "H", "H", "H", "O", "S", "O", "O", "O", "F", "C", "F", "F", "C", "O", "C", "F", "F", "F", "C", "F", "F", "F"], "xyz": [[0.039165, 0.485610, 0.497923], [-2.372383, -1.603264, 1.769604], [-2.200412, 0.276430, 2.237248], [-4.117861, 0.868128, 2.068742], [-2.003314, 0.603581, 4.174989], [-1.454214, 1.473815, 1.363500], [-3.274490, -2.002451, 2.239309], [-1.479959, -2.149810, 2.087184], [-2.443969, -1.661602, 0.683517], [-4.813181, 0.343050, 2.726717], [-4.417786, 0.739909, 1.030017], [-4.124554, 1.938125, 2.298230], [-2.725779, 0.014928, 4.744375], [-2.179037, 1.676861, 4.321343], [-0.979493, 0.350411, 4.446584], [6.728066, -1.125948, 1.221076], [5.529689, -0.403342, -0.055001], [5.921799, -0.368696, -1.383871], [5.047190, 0.151081, -2.323552], [3.818177, 0.650535, -1.930389], [3.461041, 0.633520, -0.587615], [4.308465, 0.082500, 0.368131], [2.124078, 1.129809, -0.173105], [1.191505, 1.197856, -1.030171], [1.882402, 1.449045, 1.015113], [6.887052, -0.751650, -1.682269], [5.326952, 0.151292, -3.366767], [3.112533, 1.044985, -2.644650], [3.961218, -0.004099, 1.387734], [0.354767, -2.691919, 2.329502], [1.000437, -1.473406, 1.886763], [2.382657, -1.358627, 2.274248], [0.840130, -1.264393, 0.397053], [0.197187, -0.273573, 2.408673], [-1.325584, 2.294222, -1.274020], [-1.458707, 1.559784, -2.383451], [-2.477438, 2.108116, -3.072498], [-0.372393, 1.768946, -3.125262], [-1.704295, 0.046381, -2.013827], [-1.432361, -0.200057, -0.740679], [-0.822952, -0.810944, -2.978544], [0.454496, -0.797547, -2.620903], [-1.218719, -2.088499, -3.008528], [-0.883239, -0.390298, -4.261368], [-3.202631, -0.311752, -2.282666], [-3.573266, -0.273405, -3.571437], [-3.483712, -1.541121, -1.847109], [-4.027276, 0.507481, -1.619889]], "forces_ev_per_a": [[-1.379, 2.158, -1.074], [0.420, 0.078, -0.147], [-3.748, -0.036, 2.406], [0.906, 0.013, -0.106], [0.401, -0.098, -0.709], [-0.046, 0.653, 0.281], [0.036, 0.317, 0.039], [-0.278, 0.032, 0.040], [-0.104, 0.061, 0.067], [0.207, -0.083, -0.002], [-0.020, -0.040, -0.024], [-0.016, -0.156, -0.009], [0.059, 0.032, -0.170], [0.001, -0.295, -0.085], [-0.134, 0.014, 0.085], [0.090, -0.093, 0.115], [0.116, 0.038, 0.028], [-0.088, 0.000, 0.066], [-0.011, 0.033, -0.062], [-0.103, 0.028, 0.122], [0.184, -0.196, -0.092], [-0.094, 0.114, -0.128], [1.104, 1.047, -0.471], [0.658, 0.163, -0.715], [0.426, -0.097, 0.184], [0.026, -0.039, 0.037], [0.024, 0.043, -0.086], [-0.056, 0.022, -0.106], [0.102, 0.042, 0.053], [0.141, 0.025, -0.214], [0.952, -1.601, 1.545], [-0.090, 0.057, -0.006], [0.826, -1.803, -0.035], [0.093, -0.286, 0.393], [-0.102, -0.094, 0.043], [-0.178, 0.656, -0.132], [-0.256, -0.054, -0.146], [0.237, 0.001, -0.028], [-0.094, 0.025, -0.489], [-0.124, -0.273, -0.388], [0.228, -0.248, -0.496], [-0.090, -0.036, 0.076], [-0.105, -0.243, 0.267], [-0.176, 0.078, -0.085], [-0.267, -0.099, -0.097], [0.193, 0.052, -0.223], [0.111, -0.276, 0.206], [0.018, 0.363, 0.272]], "nbo_charge": [1.52, -0.99, 1.96, -0.99, -0.96, -1.08, 0.23, 0.30, 0.28, 0.22, 0.24, 0.23, 0.23, 0.23, 0.27, 0.03, -0.07, -0.23, -0.22, -0.18, -0.07, -0.21, 0.74, -0.69, -0.64, 0.22, 0.21, 0.23, 0.29, -1.00, 2.60, -0.99, -0.98, -1.02, -0.29, 0.95, -0.33, -0.31, 0.05, -0.80, 0.96, -0.29, -0.32, -0.34, 0.97, -0.33, -0.32, -0.33]}